(1)
Computed, not measured: a structure of composition C19H27N7O6Pt, with ωB97M-V/def2-TZVPD.

```
60
Properties=species:S:1:pos:R:3:forces:R:3:lowdin_charge:R:1
Pt -1.242496 0.177217 -1.562863 2.680 -0.703 4.475 1.43
O 2.993642 -0.222003 -4.204443 -0.722 0.488 0.990 -0.09
O 1.298924 1.719539 -1.068758 0.511 -0.550 -0.457 -0.03
O 1.432648 -1.024385 -1.668035 -0.631 0.060 -0.006 -0.15
O -3.743444 1.336505 -0.373203 -0.114 -0.274 -0.143 -0.01
O -3.400406 -1.410666 -0.415624 1.089 -0.563 -0.831 -0.01
O -4.352824 -0.230058 -2.845810 1.156 0.965 -2.902 -0.59
N -2.300441 -1.474000 -1.015726 -0.850 0.619 -0.772 -0.22
N -0.063027 1.751739 -1.071960 -0.109 2.074 -0.548 -0.20
N 0.752839 -0.182102 2.373518 -1.234 0.313 -0.789 0.00
N 6.400020 -0.999279 6.107380 -2.294 0.299 -1.525 0.16
N -2.491424 1.578849 -0.793812 0.101 1.433 -1.229 -0.17
N 0.171862 -1.263423 -1.572667 0.218 -0.204 -1.498 -0.25
N -0.631451 -0.067977 0.596416 1.550 -0.602 3.676 -0.04
C 0.633712 -0.267755 1.000708 -0.998 -0.124 1.110 -0.09
C -0.282594 -2.545582 -1.569430 -0.848 0.508 0.013 -0.24
C 0.160976 4.178947 -0.600187 0.145 0.497 -0.026 0.00
C -0.627566 2.939785 -0.844966 0.651 -1.231 -0.437 -0.25
C 3.047323 -0.312620 5.288271 -0.416 0.048 -0.243 -0.01
C 1.884949 -0.142339 4.532190 0.445 -0.113 -0.186 0.01
C 4.239655 -0.712069 4.675511 -0.361 0.062 -0.177 -0.24
C 1.933247 -0.371468 3.150177 0.093 0.011 -0.054 -0.16
C 4.271964 -0.951546 3.297581 -0.395 0.083 -0.257 -0.01
C -1.363835 0.183495 1.739895 1.667 -0.164 1.148 -0.08
C 3.121977 -0.781872 2.523262 0.010 0.056 0.568 0.01
C -2.989844 3.941508 -0.423367 -0.064 0.583 0.237 0.00
C -0.743574 0.547194 -3.502170 -3.937 -0.716 -1.303 -0.22
C -0.529374 0.125230 2.842907 -0.278 -0.043 -0.616 -0.02
C 5.429055 -0.871953 5.462451 2.316 -0.318 1.536 -0.17
C -1.664576 -2.652961 -1.318139 0.023 -0.149 0.343 -0.21
C -2.040267 2.843384 -0.731816 -1.336 -1.751 0.399 -0.25
C -2.491283 -3.877703 -1.301255 0.138 -0.704 -0.026 0.00
C 0.661980 -3.673076 -1.788492 0.037 -0.482 -0.044 0.00
H 1.405200 -3.416864 -2.554949 -0.196 0.013 0.267 0.09
H -2.414147 0.390945 1.741851 -0.259 0.020 -0.218 0.10
H 0.114526 -4.569193 -2.116568 0.219 0.346 0.131 0.08
H 2.766241 0.726541 -4.254539 0.211 -0.655 -0.108 0.04
H -3.933674 0.390492 -0.648117 -0.141 0.642 -0.513 0.07
H -3.097314 -3.944857 -2.218597 0.094 0.178 0.277 0.12
H -1.951435 0.589052 -3.414759 2.023 1.186 -2.199 0.00
H -1.848335 -4.760153 -1.258546 -0.201 0.048 0.046 0.08
H 5.197039 -1.269774 2.824787 -0.155 0.063 0.104 0.13
H -0.257221 5.041500 -1.142488 0.059 -0.354 0.110 0.09
H -0.751413 0.268742 3.894511 0.061 -0.082 -0.389 0.11
H -2.652057 4.878619 -0.879067 -0.001 -0.165 0.078 0.09
H -3.994551 3.715707 -0.800949 0.341 -0.091 0.097 0.10
H -3.172497 -3.877601 -0.441255 0.158 0.072 -0.252 0.09
H -3.063480 4.116654 0.659406 -0.046 -0.056 -0.187 0.10
H 2.509588 -0.509291 -3.391885 0.444 0.128 -0.850 0.00
H 3.016289 -0.129920 6.358855 0.075 -0.048 -0.186 0.13
H 1.499419 -0.521790 0.409409 -0.418 0.085 -0.157 0.10
H 1.527777 0.774972 -1.298633 -0.190 0.443 -0.045 0.07
H 0.154082 4.452078 0.466671 -0.016 -0.170 -0.245 0.10
H 3.155339 -0.975852 1.450614 0.053 0.056 0.399 0.11
H -4.233784 0.060322 -3.857538 -0.452 -0.921 3.424 -0.08
H 0.953645 0.171602 5.009486 0.490 -0.127 -0.133 0.11
H -0.099683 1.483147 -3.713981 -1.189 -2.007 0.226 0.05
H -0.701332 -0.493278 -3.974528 1.111 1.867 0.138 0.03
H 1.201063 4.045660 -0.909105 -0.248 0.006 0.058 0.08
H 1.194370 -3.926016 -0.857630 -0.074 0.114 -0.298 0.10
```
Forces are in eV/Å.

The calculation puts the highest occupied orbital energy (spin up / spin down) at -6.27 / -6.12 eV. Its multiplicity is 3. As for the HOMO-LUMO gap (spin up / spin down): 4.739 / 3.962 eV.

(2)
Computed, not measured: a structure of composition C19H27N7SSiY, with ωB97M-V/def2-TZVPD.

```
56
Properties=species:S:1:pos:R:3:forces:R:3:lowdin_charge:R:1
Y -0.317604 -0.157021 0.039790 -0.042 -0.569 0.342 1.24
S -1.851243 0.012411 2.204392 -0.060 0.137 0.156 0.53
Si -1.370237 -2.376142 -2.766617 0.111 0.003 0.150 0.36
N -1.018954 -0.889588 -1.925506 -0.317 0.055 -0.673 -0.20
N 0.623284 -2.132490 1.101055 0.114 -0.280 0.049 0.11
N 1.946564 0.308689 -0.662251 0.067 0.038 -0.044 0.01
N 0.011269 2.073709 2.408758 0.000 0.128 0.050 -0.03
N -1.800418 2.161586 3.716671 -0.092 -0.137 0.022 0.09
N -1.361154 1.318025 -1.388194 -0.180 0.131 -0.410 0.01
N 0.695089 1.479227 1.390528 0.090 0.394 0.454 -0.09
C -2.334007 2.918985 -2.840862 -0.012 0.008 -0.064 -0.04
C 1.841254 1.982866 1.081240 0.021 0.007 -0.006 -0.26
C 2.567108 1.325166 -0.034569 -0.065 0.051 0.052 -0.21
C -1.920119 0.682309 -3.626646 -0.009 -0.078 -0.009 -0.02
C -3.170820 -2.497089 -3.218436 -0.129 0.018 -0.017 -0.16
C 3.832391 1.734818 -0.420462 0.124 0.024 -0.013 0.01
C 0.971531 -4.277422 2.529447 0.010 0.089 -0.032 -0.01
C -0.944433 -3.731779 -1.548052 0.015 -0.081 0.018 -0.19
C 0.782765 -3.075522 1.729828 0.042 -0.201 0.117 -0.17
C -0.322192 -2.611029 -4.291137 0.070 0.015 -0.114 -0.17
C -1.808038 2.565478 -1.618318 0.127 0.034 0.120 -0.31
C 2.452147 3.153249 1.777979 0.053 -0.003 -0.045 -0.02
C -1.119984 1.497811 2.767263 0.156 0.096 -0.049 -0.87
C -1.441474 0.346104 -2.348774 0.006 0.000 -0.043 -0.43
C -2.369726 1.961779 -3.854062 -0.011 0.014 0.010 -0.04
C 3.833020 0.023125 -2.093434 0.035 0.004 -0.018 -0.03
C 2.564399 -0.319665 -1.663751 -0.092 0.020 0.011 -0.10
C -1.711222 3.553055 -0.490793 -0.021 -0.013 -0.042 -0.01
C 4.472432 1.072889 -1.458143 0.031 0.032 0.014 -0.02
H 1.098267 -4.002813 3.575159 -0.003 0.031 -0.004 0.10
H 0.136504 -3.825696 -1.407677 -0.033 0.012 0.027 0.02
H -3.806799 -2.195020 -2.382899 -0.010 -0.023 -0.022 0.04
H -1.123203 4.421632 -0.790816 -0.007 -0.003 -0.001 0.09
H 5.463335 1.379088 -1.767247 -0.014 0.002 0.008 0.12
H 3.355280 2.852489 2.314483 -0.002 0.000 -0.013 0.10
H 1.745106 3.565496 2.487085 -0.004 0.015 0.018 0.07
H 2.005220 -1.115225 -2.142456 -0.006 -0.007 0.004 0.11
H -2.705310 3.910397 -0.217819 0.014 -0.003 0.004 0.09
H -1.253343 3.108811 0.390409 -0.003 0.001 0.006 0.04
H -0.497766 -3.604827 -4.713260 0.023 0.041 -0.005 0.04
H -1.938501 -0.066993 -4.405401 -0.019 0.039 0.004 0.09
H -2.651496 1.778946 4.085664 0.014 0.021 0.005 0.09
H 4.313137 2.558521 0.086311 0.016 -0.026 -0.015 0.12
H -2.698947 3.923456 -3.002786 0.007 -0.015 -0.009 0.12
H -2.758231 2.228273 -4.829518 0.010 -0.014 0.009 0.12
H -3.427743 -1.874013 -4.076588 -0.033 -0.018 0.023 0.03
H -1.409792 -3.551082 -0.575053 -0.004 -0.030 -0.005 0.02
H -3.421097 -3.529378 -3.475827 -0.008 0.024 -0.005 0.04
H -0.552566 -1.879323 -5.069441 0.032 -0.034 0.015 0.03
H 2.734017 3.922304 1.056302 0.004 -0.008 0.011 0.09
H 1.853960 -4.813271 2.185556 0.014 0.013 -0.022 0.10
H -1.407271 3.001238 4.106088 0.006 0.000 0.002 0.11
H -1.313594 -4.694394 -1.912180 0.041 0.030 0.015 0.04
H 0.744786 -2.531208 -4.063939 -0.032 -0.015 -0.019 0.02
H 4.296555 -0.515033 -2.907998 -0.018 0.012 0.014 0.12
H 0.098440 -4.919797 2.430466 -0.027 0.020 -0.032 0.10
```
Forces are in eV/Å.

Its total charge is +1. The calculation puts the highest occupied orbital energy at -10.45 eV. As for the HOMO-LUMO gap: 7.156 eV.

(3)
Computed, not measured: the molecule C19H27NO2, with ωB97M-V/def2-TZVPD.

```
49
Properties=species:S:1:pos:R:3:forces:R:3:lowdin_charge:R:1
O -1.676661 -4.188757 -2.312937 -0.458 -0.979 -0.203 -0.07
O -0.404553 4.260440 1.514592 -0.428 0.035 -0.043 -0.11
N -0.475782 -1.844570 -1.475418 -0.848 -1.534 0.125 -0.14
C -1.723715 -3.122452 -3.218900 -0.003 0.984 0.741 -0.27
C 0.089362 3.243977 0.756418 1.878 -0.825 -2.374 -0.30
C -1.682299 -0.863553 0.489526 0.498 0.215 -0.795 -0.11
C 0.846563 -1.651726 -0.852756 -1.232 0.852 0.512 -0.23
C 1.427130 2.183221 -1.125290 0.446 0.138 0.923 -0.13
C -0.506833 -2.282518 -2.892393 0.191 1.831 -0.049 -0.17
C 0.951386 3.375159 -0.323296 -1.453 0.115 2.240 -0.01
C 2.040212 -1.192477 2.716282 -0.780 -0.369 -1.310 -0.06
C 1.456222 -0.320309 -1.300647 0.354 0.254 0.509 -0.10
C -0.326454 -0.604683 1.141263 0.292 -0.052 0.083 -0.35
C -1.133786 5.252624 0.784682 -0.012 0.519 1.493 -0.07
C 0.871603 -0.499774 3.394149 0.880 0.158 0.305 -0.19
C 1.900182 -1.727273 1.471185 0.901 1.059 2.286 -0.05
C 0.201476 0.767991 0.658876 0.300 0.413 0.253 -0.08
C -0.361541 1.897491 1.129168 0.345 -0.472 -0.104 0.04
C 1.423270 0.851089 -0.296161 -1.908 0.117 -0.618 -0.21
C -1.558407 -0.922001 -1.033040 1.152 -0.344 -0.189 -0.13
C -0.440580 -0.737666 2.683517 -0.204 0.474 -0.170 -0.14
C 0.628322 -1.727401 0.686981 0.493 -0.027 -0.800 -0.20
H 0.187913 -2.713467 0.866022 -0.407 0.091 -0.030 0.16
H 0.938096 -0.040439 -2.211023 0.025 0.195 -0.251 0.10
H -2.078248 -1.778819 0.878430 -0.315 -0.763 0.179 0.12
H -1.920893 5.672667 1.445208 0.270 -0.591 -0.276 0.09
H -1.251298 -3.818609 -1.521897 -0.107 0.032 -0.024 0.07
H -0.487071 -1.385124 -3.532251 0.045 -0.102 -0.271 0.12
H -1.341891 0.089615 -1.396330 -0.099 0.215 -0.113 0.12
H -1.566024 4.801662 -0.088264 -0.140 0.117 -0.582 0.09
H 1.487049 -2.447950 -1.188589 0.167 -0.565 -0.048 0.14
H 2.504996 -0.439208 -1.534969 0.323 -0.237 -0.377 0.12
H -2.516446 -1.219403 -1.447981 0.047 -0.186 -0.203 0.11
H -0.722859 -1.772286 2.914410 -0.378 0.174 -0.175 0.13
H 2.476605 2.379732 -1.471521 -0.971 -0.210 0.056 0.13
H 1.084086 0.579255 3.450832 0.005 -0.182 0.053 0.11
H 2.803326 -2.177938 1.099215 0.075 -0.370 -0.597 0.10
H -2.643302 -2.530453 -3.081514 0.065 -0.101 0.001 0.10
H 0.790144 -0.859905 4.430957 0.043 0.165 -0.177 0.11
H 0.372816 -2.883804 -3.145089 0.054 0.156 0.392 0.13
H -1.722322 -3.396853 -4.277827 0.228 -0.539 0.267 0.12
H -1.179687 1.834663 1.836670 -0.046 0.080 0.066 0.12
H -2.394210 -0.078793 0.701212 -0.160 0.360 0.333 0.12
H -0.480220 6.098114 0.609087 0.193 0.106 -0.693 0.08
H 2.999282 -1.253937 3.252667 -0.481 0.042 -0.355 0.10
H 0.757315 2.113997 -2.003706 0.385 -0.303 0.158 0.12
H -1.194845 -0.034493 3.098649 0.223 -0.561 -0.312 0.12
H 1.255457 4.373478 -0.603739 0.101 0.079 -0.150 0.10
H 2.297116 0.741462 0.325542 0.451 0.336 0.315 0.14
```
Forces are in eV/Å.

Its SMILES is COC1=CC[C@@H]2C[C@H]3[C@H]4C=CCC[C@@]4(CCN3CCO)C2=C1. The calculation puts the highest occupied orbital energy at -7.84 eV. As for the HOMO-LUMO gap: 8.635 eV.

Number 1: electronic energy -1693.7805 Ha, strongest force on any atom 5.26 eV/A. Number 2: electronic energy -1849.5576 Ha, strongest force on any atom 0.75 eV/A. Number 3: electronic energy -945.3482 Ha, strongest force on any atom 3.14 eV/A.